The following is a quantum chemistry calculation of C18H42F6LiN2O8P as an isolated structure, from OMol25.

The HOMO energy is -6.378 eV. The energy above the lowest of the compared OMol25 structures with the same formula, charge and spin is 972.8 kJ/mol. As for the largest force on an atom: 5.60 eV/Å. The calculation puts the gap between HOMO and LUMO at 5.59 eV. The total energy is -2370.4691 Ha.

Last column: Mulliken charge in e.
Atoms and positions in Å:
1 H -20.20982 -21.03703 -14.94395  0.45
2 H -26.47998 -21.81902 -15.51397  0.26
3 F -8.52714 -21.51460 -11.47110  -0.37
4 Li -14.60353 -22.05407 -12.72932  0.97
5 O -16.92597 -26.51820 -10.69095  -0.50
6 C -21.86707 -19.02364 -14.11870  -1.30
7 H -16.45963 -27.05515 -11.33580  0.31
8 H -13.32273 -20.39154 -5.73880  0.43
9 H -14.68101 -17.34397 -4.69300  0.41
10 C -25.71333 -22.40700 -16.01858  -0.82
11 P -8.77478 -23.12785 -11.19954  1.16
12 H -13.32428 -17.75627 -7.38306  0.37
13 C -22.62365 -21.09137 -17.46340  -0.70
14 H -14.37088 -19.80565 -2.90056  0.38
15 H -17.61975 -17.99461 -5.43646  0.36
16 H -22.66644 -18.85735 -13.39659  0.42
17 H -21.46995 -18.03374 -14.34341  0.39
18 H -12.99762 -19.21800 -3.65229  0.29
19 O -14.19353 -19.68617 -15.26565  -0.69
20 H -15.06726 -21.37995 -4.80805  0.33
21 C -13.87513 -19.65826 -6.32637  -0.86
22 H -16.61254 -20.40690 -4.24864  0.35
23 H -25.45246 -23.15262 -15.26753  0.35
24 H -23.16323 -20.21794 -17.82952  0.48
25 O -24.58710 -21.60202 -16.31322  -0.28
26 H -20.42212 -18.58757 -16.40578  0.34
27 C -16.17048 -18.75697 -6.67598  -0.36
28 C -20.92440 -19.21603 -17.14120  -0.95
29 H -22.97734 -20.72753 -14.76699  0.32
30 C -11.68852 -16.60791 -5.89516  -0.93
31 H -20.26048 -19.50298 -17.95665  0.42
32 N -15.22413 -19.35133 -5.54626  0.20
33 N -21.67409 -20.40139 -16.38901  0.02
34 O -15.75980 -25.65573 -12.23106  -0.79
35 C -16.47631 -25.41242 -11.26347  0.75
36 C -14.97266 -18.34025 -4.36065  -0.53
37 H -23.95795 -22.60578 -17.88846  0.54
38 F -9.65777 -22.79684 -9.87447  -0.35
39 C -15.84600 -20.63883 -4.98805  -1.19
40 H -15.99939 -19.39053 -7.54629  0.40
41 H -13.90206 -18.23426 -2.45361  0.40
42 C -12.86649 -18.52586 -6.76157  -0.67
43 H -16.21713 -21.09617 -5.90522  0.56
44 O -15.04216 -17.71492 -15.76422  -0.46
45 H -21.38282 -22.17687 -15.39361  0.40
46 C -22.57190 -19.85056 -15.27161  -0.38
47 H -18.85893 -22.60723 -16.34093  0.43
48 F -7.35379 -23.21860 -10.39798  -0.34
49 F -9.11620 -24.77104 -11.09077  -0.37
50 C -17.61895 -18.65686 -6.30220  -1.20
51 H -23.35730 -19.32478 -15.81457  0.42
52 O -12.35557 -17.78679 -5.65176  -0.22
53 O -16.62361 -24.26655 -10.87638  -0.75
54 H -15.95013 -18.07401 -3.95845  0.50
55 C -19.64170 -22.03695 -16.84108  -1.10
56 H -12.21231 -15.73727 -6.28980  0.36
57 H -11.40599 -16.13959 -4.95232  0.31
58 H -20.07531 -22.82372 -17.45839  0.33
59 H -23.02328 -22.98317 -16.46175  0.38
60 H -12.00404 -18.90717 -7.30828  0.53
61 H -14.13799 -20.30564 -7.16296  0.60
62 C -23.55878 -22.17995 -16.96790  -0.71
63 F -10.16272 -22.92327 -12.06336  -0.38
64 H -21.10679 -19.55172 -13.54320  0.33
65 H -15.56652 -17.19877 -15.14758  0.29
66 C -13.98200 -18.88111 -3.32729  -1.24
67 H -19.18764 -21.23216 -17.41924  0.24
68 H -15.65605 -17.81986 -6.88878  0.36
69 O -15.23411 -18.65227 -13.81806  -0.83
70 H -18.05942 -19.61197 -6.01609  0.30
71 H -21.74445 -18.64982 -17.58282  0.40
72 H -21.92169 -21.36681 -18.25046  0.52
73 F -7.98144 -23.41165 -12.61581  -0.36
74 C -14.75268 -18.67332 -14.95900  0.72
75 H -18.16126 -18.12487 -7.08386  0.40
76 H -10.81340 -16.67005 -6.54200  0.33
77 C -20.67110 -21.47539 -15.82890  -0.48
78 H -26.12316 -22.90417 -16.89776  0.30

The following is a quantum chemistry calculation of C18H42InN4O3S2 as an isolated structure, from OMol25.

The HOMO energy is -4.571 eV. As for the largest force on an atom: 8.69 eV/Å. The calculation puts the gap between HOMO and LUMO at 6.36 eV. The total energy is -2141.9375 Ha. Its charge is -1.

Last column: Mulliken charge in e.
Atoms and positions in Å:
1 C -0.15895 3.83742 -0.74029  -0.38
2 N -4.25020 -1.70071 2.51643  -0.71
3 O 2.81911 -3.59547 -6.96996  -0.56
4 C 3.89951 -2.18949 -5.10740  -0.79
5 H -5.77628 -0.89295 0.99286  0.36
6 H -2.10226 0.59529 2.07407  -0.12
7 S 3.73788 3.72403 1.80069  -0.20
8 H 0.64276 0.90739 5.11172  0.24
9 H 1.47586 -1.13351 -4.15237  0.19
10 H 0.69737 -2.82022 -4.50378  0.30
11 H -1.32179 -1.17920 -5.85165  0.25
12 C -2.55105 -0.30058 -3.13776  -0.89
13 C -1.38653 3.29369 0.21513  0.22
14 O 1.39845 -1.76732 -6.23432  -0.31
15 H 1.49389 3.51096 3.88577  0.36
16 H 1.86172 -1.34850 3.66187  -0.10
17 C 1.52157 2.37699 3.57638  -0.63
18 S 1.25153 4.65310 0.18314  -0.12
19 C 0.22218 1.60523 4.26391  -0.45
20 H 3.29436 -2.41348 5.42395  0.33
21 C 2.07590 3.45977 1.39539  -0.13
22 C -2.51093 2.44272 -0.68435  -1.09
23 H 4.03464 -1.04104 -4.91216  0.29
24 C -2.98914 -1.19993 0.36941  -1.24
25 H 3.79832 -2.72620 -4.06182  0.24
26 H -0.63447 4.67349 -1.44697  0.37
27 H 2.54006 1.94598 3.98568  0.35
28 H -5.53114 0.63171 1.75404  0.29
29 H 3.58527 1.30650 0.08341  0.38
30 C 2.21977 -2.37606 3.54907  0.17
31 H 4.27441 -1.91588 4.02373  0.28
32 C 2.66013 -2.53268 -6.14151  0.59
33 C -1.53388 -1.51169 -3.60641  -0.30
34 H -3.60962 2.61920 -0.29612  0.22
35 H -2.57188 0.61986 -3.86125  0.28
36 H 1.88503 1.68906 -0.76051  0.07
37 N -5.17121 -0.02774 1.00088  -0.63
38 C -0.67837 -0.94813 -4.88854  -0.43
39 H -3.61867 -0.81514 -3.00057  0.15
40 H -2.10539 -2.50518 -3.93471  0.25
41 H -2.47016 2.95351 -1.76246  0.28
42 H -0.59391 0.22081 -4.78745  0.24
43 In -1.93211 0.27329 -0.98784  0.76
44 C 2.45759 0.99835 0.01581  -0.84
45 H -3.68840 -1.89593 -0.28088  0.24
46 H -0.13977 0.06804 -0.83440  -0.40
47 C 3.48040 -2.59031 4.36089  -1.08
48 H -0.50754 2.43315 4.65519  0.32
49 C 1.78077 0.95602 1.50789  0.37
50 H -1.04700 2.55381 1.06317  -0.11
51 H 2.79365 -3.52241 2.08222  0.27
52 H 0.77412 0.32417 1.39703  -0.12
53 H 2.44309 -0.12524 -0.38673  0.22
54 O 2.48435 -2.60473 2.17279  -0.47
55 H 0.25671 3.00755 -1.46625  0.05
56 N -3.12132 0.57889 2.33530  -0.41
57 H 3.85452 -3.61137 4.23335  0.35
58 H -0.36738 0.93955 3.49664  -0.11
59 H -0.81438 -1.79504 -2.70492  0.17
60 H -3.40271 -2.15590 2.92797  0.25
61 H -3.17186 0.33028 3.34820  0.28
62 H -2.18351 -1.91544 0.86864  0.15
63 H 4.88767 -2.57028 -5.61079  0.28
64 C 0.77445 -1.71245 -4.89068  -0.40
65 H 1.42504 -3.05588 3.87150  0.31
66 H -1.92982 4.25217 0.63766  0.27
67 H -4.92681 -1.38028 3.24372  0.23
68 H 2.46062 0.32340 2.24933  -0.19
69 N 1.37959 2.30025 2.07220  0.21
70 C -3.84383 -0.52932 1.59778  0.77

The following is a quantum chemistry calculation of C18H43Cl2F5OP2TeW as an isolated structure, from OMol25.

The HOMO energy (alpha / beta) is -7.904 / -7.737 eV. Its spin multiplicity is 3. The energy above the lowest of the compared OMol25 structures with the same formula, charge and spin is 0.0 kJ/mol. As for the largest force on an atom: 5.22 eV/Å. The calculation puts the gap between HOMO and LUMO (alpha / beta) at 6.28 / 3.83 eV. The total energy is -3224.4244 Ha.

Last column: Mulliken charge in e.
Atoms and positions in Å:
1 C -4.84797 0.92365 -1.09865  -1.77
2 H -2.63982 2.87396 -0.01144  0.32
3 H 2.46327 -2.91895 -1.92935  0.39
4 H -4.51883 -3.06271 -1.47040  0.29
5 H 5.43983 -0.92547 -0.94796  0.33
6 Cl 0.00779 0.16831 -2.33829  -0.42
7 H 2.73778 -0.70682 -2.41825  0.47
8 H -1.06204 -2.22656 -2.85314  0.28
9 H -3.93552 -1.41464 2.94450  0.50
10 Te -0.33471 2.64739 3.32060  1.71
11 H -0.99901 -1.71245 -0.59433  0.10
12 H -5.22241 1.95314 -1.11452  0.52
13 H 4.70533 2.85437 0.00476  0.28
14 H -3.61116 -3.46037 1.82774  0.51
15 H -5.23561 -1.48034 -1.86404  0.32
16 H 5.32845 1.72965 -1.24134  0.33
17 H 3.00103 1.68354 -2.28822  0.52
18 P 2.87460 0.37334 -0.36210  -0.21
19 H 2.31736 1.17925 2.41162  0.18
20 H 1.95919 3.14761 0.20748  0.13
21 H 4.89318 0.57883 0.80773  0.70
22 C 3.37409 1.34541 2.16541  -1.52
23 P -2.66504 -0.71764 -0.52424  0.08
24 C -4.44641 -2.19192 -2.13208  -1.64
25 H -2.80987 1.33999 -1.66826  0.64
26 F 0.87709 1.48471 4.37668  -0.57
27 H -5.04684 0.48810 -2.08120  0.34
28 H 1.11105 2.75928 -1.29444  0.21
29 H 2.86693 -1.42828 1.98831  0.12
30 H -2.42558 -3.20956 -3.39321  0.48
31 H 4.71638 3.32718 -1.70989  0.50
32 H -1.98888 -3.03782 1.25258  0.13
33 H 2.05056 -2.33971 -0.30600  0.24
34 H -2.42202 -0.62030 2.50465  0.24
35 H -1.83124 -3.39343 -1.73803  0.26
36 C 4.82067 -0.92628 -1.85780  -1.58
37 C -3.53651 -1.55609 0.84248  0.67
38 H -4.58325 -1.54429 0.49133  0.52
39 C -3.34122 0.97302 -0.77171  0.92
40 H -2.36492 1.58337 1.13635  -0.38
41 H -5.41174 0.37805 -0.32927  0.35
42 H -4.00261 2.20406 0.90710  0.40
43 C 3.88569 0.30825 1.16758  0.61
44 H 4.42429 -1.01788 2.74627  0.49
45 H 2.40414 3.98351 -1.30279  0.51
46 C 4.56919 2.48838 -1.02079  -1.61
47 H -4.64982 -2.53420 -3.15495  0.49
48 F -1.87994 1.53681 3.89823  -0.56
49 C -3.05523 -3.00551 0.99708  -1.29
50 W -0.39342 -0.21135 -0.04467  0.38
51 H 3.94633 1.23590 3.09852  0.52
52 C -3.45460 -0.79926 2.17241  -1.55
53 H -2.98119 -0.75473 -2.84287  0.48
54 H 4.41189 -1.82511 1.16960  0.28
55 H 3.49180 2.37812 1.81949  0.24
56 C -2.01785 -2.65971 -2.53324  -1.45
57 C 3.14739 1.97250 -1.23079  0.52
58 C 2.08889 3.02245 -0.87479  -1.14
59 C 3.33062 -0.98455 -1.52749  0.67
60 H -3.97904 0.16255 2.14194  0.25
61 C 3.89367 -1.08740 1.78989  -1.37
62 H 5.06317 -0.04340 -2.46077  0.32
63 F -0.57713 3.57885 4.93874  -0.39
64 H -3.23071 -3.61437 0.10318  0.26
65 F 1.18105 3.88727 2.97547  -0.56
66 H 5.07779 -1.81660 -2.44384  0.47
67 F -1.60201 3.96971 2.57009  -0.55
68 C -3.06821 1.94065 0.38120  -0.98
69 C -3.03655 -1.58734 -2.12031  0.98
70 Cl 0.19631 -1.67670 1.70782  -0.48
71 O 0.00501 1.35442 0.73984  -0.47
72 H 3.69229 -2.95267 -0.65067  0.39
73 C 2.85478 -2.37118 -1.06056  -1.34

What is the formula in the second record?
C18H42InN4O3S2